# 1
{"formula": "C39H94N2O9", "method": "the ωB97M-V functional and the def2-TZVPD basis", "species": ["C", "C", "C", "C", "C", "C", "C", "C", "C", "N", "O", "H", "H", "H", "H", "H", "H", "H", "H", "H", "H", "H", "H", "H", "H", "H", "H", "H", "H", "H", "C", "C", "C", "C", "C", "C", "C", "C", "C", "N", "O", "H", "H", "H", "H", "H", "H", "H", "H", "H", "H", "H", "H", "H", "H", "H", "H", "H", "H", "H", "C", "C", "C", "O", "H", "H", "H", "H", "H", "H", "H", "H", "C", "C", "C", "O", "H", "H", "H", "H", "H", "H", "H", "H", "C", "C", "C", "O", "H", "H", "H", "H", "H", "H", "H", "H", "C", "C", "C", "O", "H", "H", "H", "H", "H", "H", "H", "H", "C", "C", "C", "O", "H", "H", "H", "H", "H", "H", "H", "H", "C", "C", "C", "O", "H", "H", "H", "H", "H", "H", "H", "H", "C", "C", "C", "O", "H", "H", "H", "H", "H", "H", "H", "H"], "positions_angstrom": [[3.41, -2.87, 4.93], [2.40, -1.86, 5.51], [3.14, -0.85, 6.37], [1.69, -1.09, 4.38], [0.65, -1.93, 3.68], [-0.33, -2.43, 4.74], [0.29, -3.30, 5.83], [-0.76, -3.47, 6.93], [0.66, -4.69, 5.26], [1.41, -2.53, 6.35], [1.99, -3.11, 7.50], [4.14, -2.33, 4.31], [3.91, -3.42, 5.72], [2.92, -3.58, 4.27], [3.82, -1.34, 7.07], [3.73, -0.14, 5.77], [2.44, -0.25, 6.96], [1.25, -0.17, 4.77], [2.50, -0.77, 3.71], [0.01, -1.38, 2.98], [1.09, -2.77, 3.14], [-1.12, -2.99, 4.23], [-0.85, -1.61, 5.25], [-0.92, -2.54, 7.47], [-0.38, -4.21, 7.65], [-1.70, -3.84, 6.51], [1.56, -5.08, 5.71], [0.71, -4.68, 4.17], [-0.11, -5.42, 5.54], [1.58, -2.63, 8.23], [0.66, 0.05, -4.16], [0.53, 1.10, -5.23], [-0.30, 2.27, -4.70], [1.95, 1.59, -5.55], [2.09, 2.24, -6.90], [1.55, 1.36, -8.01], [0.13, 0.85, -7.79], [-0.88, 1.90, -8.26], [-0.05, -0.40, -8.65], [-0.05, 0.43, -6.40], [-1.38, 0.05, -6.13], [-0.28, -0.45, -3.91], [1.43, -0.69, -4.41], [0.99, 0.44, -3.19], [0.18, 2.73, -3.84], [-0.41, 3.06, -5.46], [-1.32, 1.98, -4.47], [2.13, 2.38, -4.81], [2.74, 0.85, -5.39], [1.56, 3.20, -6.96], [3.14, 2.45, -7.15], [2.21, 0.53, -8.27], [1.57, 2.01, -8.90], [-0.81, 2.83, -7.67], [-1.93, 1.62, -8.08], [-0.76, 2.16, -9.31], [-1.07, -0.74, -8.76], [0.53, -1.24, -8.25], [0.37, -0.25, -9.66], [-1.93, 0.83, -6.31], [-1.01, 2.85, 3.70], [-0.60, 3.48, 5.01], [-1.74, 4.29, 5.60], [-0.40, 2.39, 5.94], [-0.34, 2.05, 3.38], [-1.07, 3.56, 2.87], [-2.00, 2.39, 3.80], [0.29, 4.09, 4.90], [-1.43, 4.74, 6.55], [-2.60, 3.65, 5.78], [-2.02, 5.11, 4.94], [0.54, 2.20, 6.01], [5.00, -0.17, 0.46], [3.96, 0.20, -0.58], [3.40, -0.99, -1.32], [2.85, 0.87, 0.08], [5.22, 0.68, 1.10], [5.90, -0.57, 0.00], [4.59, -0.96, 1.10], [4.31, 0.93, -1.33], [4.23, -1.55, -1.76], [2.71, -0.71, -2.11], [2.92, -1.66, -0.60], [3.16, 1.76, 0.33], [-1.74, 0.99, 1.09], [-0.42, 0.56, 0.49], [-0.36, -0.89, 0.09], [-0.10, 1.39, -0.64], [-1.95, 0.52, 2.06], [-2.53, 0.58, 0.46], [-1.83, 2.06, 1.23], [0.38, 0.75, 1.22], [0.67, -1.22, 0.01], [-0.98, -1.02, -0.80], [-0.77, -1.59, 0.83], [0.84, 1.15, -0.76], [1.46, -4.18, -3.97], [0.46, -4.55, -2.90], [-0.05, -3.35, -2.15], [-0.62, -5.29, -3.50], [1.05, -3.52, -4.74], [1.87, -5.06, -4.48], [2.35, -3.70, -3.54], [0.93, -5.26, -2.22], [-0.83, -3.66, -1.45], [-0.35, -2.44, -2.67], [0.77, -2.98, -1.51], [-1.14, -4.68, -4.03], [-5.27, -0.50, 2.41], [-4.44, -1.76, 2.62], [-4.31, -2.09, 4.10], [-5.04, -2.89, 1.97], [-4.77, 0.38, 2.81], [-6.28, -0.64, 2.78], [-5.30, -0.35, 1.32], [-3.41, -1.65, 2.24], [-4.04, -3.13, 4.31], [-5.24, -1.96, 4.65], [-3.49, -1.51, 4.51], [-5.53, -2.59, 1.21], [-4.47, 2.16, -0.91], [-4.39, 1.47, -2.28], [-3.30, 0.40, -2.31], [-5.61, 0.80, -2.57], [-3.72, 2.94, -0.79], [-4.47, 1.48, -0.06], [-5.45, 2.65, -0.89], [-4.12, 2.24, -3.01], [-3.54, -0.34, -3.07], [-3.29, -0.17, -1.38], [-2.31, 0.80, -2.52], [-6.25, 1.45, -2.87], [1.72, 4.35, -1.49], [2.29, 4.51, -0.09], [1.29, 4.23, 1.00], [3.39, 3.61, 0.12], [1.12, 3.45, -1.57], [2.50, 4.43, -2.25], [1.05, 5.19, -1.70], [2.68, 5.53, 0.02], [0.93, 3.20, 0.98], [0.46, 4.93, 1.00], [1.83, 4.44, 1.93], [4.06, 3.81, -0.54]], "mol_weight_da": 735.186, "homo_ev": -8.0693, "e_above_lowest_kcal_mol": 21.53, "smiles": "CC1(C)CCCC(C)(C)N1O.CC1(C)CCCC(C)(C)N1O.CC(C)O.CC(C)O.CC(C)O.CC(C)O.CC(C)O.CC(C)O.CC(C)O", "total_charge": 0}


# 2
{"formula": "CH8FNSi2", "method": "the ωB97M-V functional and the def2-TZVPD basis", "species": ["C", "N", "F", "Si", "Si", "H", "H", "H", "H", "H", "H", "H", "H"], "positions_angstrom": [[0.50, 1.16, 2.18], [0.84, -0.62, -0.89], [1.00, 2.28, 2.79], [-0.60, -1.46, -1.15], [0.03, 1.68, 0.39], [-0.29, 0.85, 2.90], [1.28, 0.50, 2.05], [1.63, -1.14, -0.33], [-1.58, -1.78, -0.01], [-0.43, -2.88, -1.89], [-1.32, -0.59, -1.96], [0.89, 2.48, -0.27], [-1.39, 2.25, -0.07]], "spin_multiplicity": 3, "mol_weight_da": 109.252, "homo_ev": [-6.5345, -10.7441], "e_above_lowest_kcal_mol": 0.00, "total_charge": 0}


# 3
{"formula": "C45H97N7O25", "method": "the ωB97M-V functional and the def2-TZVPD basis", "species": ["C", "C", "O", "C", "O", "O", "C", "H", "H", "H", "H", "H", "H", "H", "H", "C", "C", "O", "C", "O", "O", "C", "H", "H", "H", "H", "H", "H", "H", "H", "C", "C", "O", "C", "O", "O", "C", "H", "H", "H", "H", "H", "H", "H", "H", "C", "C", "O", "C", "O", "O", "C", "H", "H", "H", "H", "H", "H", "H", "H", "C", "C", "O", "C", "O", "O", "C", "H", "H", "H", "H", "H", "H", "H", "H", "C", "C", "O", "C", "O", "O", "C", "H", "H", "H", "H", "H", "H", "H", "H", "C", "O", "N", "C", "C", "H", "H", "H", "H", "H", "H", "H", "C", "O", "N", "C", "C", "H", "H", "H", "H", "H", "H", "H", "C", "O", "N", "C", "C", "H", "H", "H", "H", "H", "H", "H", "C", "O", "N", "C", "C", "H", "H", "H", "H", "H", "H", "H", "C", "O", "N", "C", "C", "H", "H", "H", "H", "H", "H", "H", "C", "O", "N", "C", "C", "H", "H", "H", "H", "H", "H", "H", "C", "O", "N", "C", "C", "H", "H", "H", "H", "H", "H", "H"], "positions_angstrom": [[4.57, -3.46, -3.66], [3.31, -2.66, -3.47], [2.28, -3.63, -3.06], [2.22, -3.72, -1.71], [2.87, -3.14, -0.85], [1.28, -4.71, -1.43], [1.25, -5.13, -0.10], [5.48, -2.86, -4.00], [4.38, -4.19, -4.48], [4.75, -4.00, -2.75], [2.96, -2.29, -4.38], [3.39, -1.83, -2.74], [0.24, -5.55, 0.04], [1.35, -4.24, 0.48], [2.06, -5.75, 0.18], [4.22, 2.42, 4.22], [2.85, 1.79, 4.23], [2.95, 0.34, 4.25], [3.26, -0.27, 3.14], [3.77, 0.36, 2.21], [3.16, -1.56, 3.23], [3.46, -2.32, 2.03], [4.06, 3.47, 4.09], [4.69, 2.13, 3.31], [4.79, 2.22, 5.09], [2.26, 1.99, 3.35], [2.38, 1.95, 5.16], [3.74, -3.35, 2.19], [4.22, -1.85, 1.43], [2.57, -2.24, 1.43], [-4.27, 1.56, 6.49], [-5.20, 2.11, 5.41], [-5.21, 1.26, 4.22], [-4.28, 1.50, 3.31], [-3.52, 2.48, 3.30], [-4.34, 0.56, 2.42], [-3.69, 0.92, 1.17], [-4.38, 2.17, 7.40], [-3.23, 1.51, 6.13], [-4.67, 0.58, 6.68], [-4.89, 3.05, 4.99], [-6.22, 2.04, 5.70], [-3.35, 0.02, 0.61], [-2.83, 1.59, 1.39], [-4.41, 1.38, 0.54], [-5.11, -1.81, -0.78], [-6.02, -2.98, -0.86], [-7.41, -2.62, -0.61], [-8.22, -3.64, -0.33], [-7.94, -4.81, -0.18], [-9.49, -3.24, -0.28], [-9.72, -1.87, 0.00], [-5.05, -1.48, 0.22], [-5.44, -1.03, -1.48], [-4.14, -2.13, -1.15], [-5.77, -3.80, -0.14], [-6.10, -3.31, -1.85], [-9.55, -1.28, -0.87], [-9.04, -1.46, 0.73], [-10.76, -1.90, 0.32], [1.08, 2.72, -6.54], [0.66, 2.10, -5.28], [1.50, 2.53, -4.11], [2.65, 1.82, -4.10], [2.81, 0.76, -4.69], [3.64, 2.37, -3.38], [3.41, 3.48, -2.53], [0.70, 2.26, -7.43], [2.15, 2.53, -6.64], [0.98, 3.79, -6.67], [0.62, 1.05, -5.21], [-0.31, 2.43, -4.96], [3.23, 4.40, -3.09], [4.27, 3.68, -1.94], [2.62, 3.30, -1.80], [6.88, 0.15, -2.52], [5.55, -0.03, -1.84], [5.22, 1.05, -0.90], [5.87, 0.95, 0.31], [6.10, 1.99, 0.95], [6.18, -0.31, 0.65], [6.88, -0.41, 1.88], [7.09, -0.76, -3.09], [7.76, 0.22, -1.84], [6.97, 0.87, -3.30], [5.59, -1.07, -1.32], [4.70, 0.07, -2.56], [7.69, 0.31, 1.91], [7.20, -1.43, 1.95], [6.24, -0.30, 2.73], [1.28, -0.26, 0.39], [0.75, -0.47, 1.47], [0.71, -0.64, -0.76], [-0.53, -1.53, -0.81], [1.24, -0.32, -2.04], [2.27, 0.28, 0.17], [-0.83, -1.64, 0.19], [-0.21, -2.54, -1.12], [-1.29, -1.10, -1.49], [1.24, -1.23, -2.60], [0.54, 0.31, -2.58], [2.25, 0.12, -1.97], [-2.30, -2.14, 3.62], [-2.69, -3.27, 3.42], [-1.01, -1.78, 3.77], [-0.63, -0.39, 3.98], [0.02, -2.92, 3.93], [-3.00, -1.30, 3.72], [-1.14, 0.29, 3.30], [0.43, -0.20, 3.76], [-0.81, -0.04, 5.02], [0.84, -2.53, 4.57], [-0.50, -3.72, 4.43], [0.46, -3.18, 2.90], [1.41, 5.43, 3.64], [1.82, 6.56, 3.64], [0.20, 5.21, 4.30], [-0.36, 3.88, 4.40], [-0.61, 6.37, 4.67], [1.99, 4.55, 3.31], [0.04, 3.25, 3.56], [-1.44, 3.90, 4.40], [-0.04, 3.40, 5.39], [-1.57, 5.93, 4.90], [-0.26, 6.84, 5.58], [-0.75, 7.08, 3.86], [-0.31, -1.84, -5.56], [-0.41, -0.89, -6.36], [-1.40, -2.55, -5.14], [-1.19, -3.54, -4.13], [-2.67, -2.33, -5.73], [0.68, -2.25, -5.15], [-1.51, -3.24, -3.14], [-0.12, -3.76, -4.16], [-1.64, -4.52, -4.43], [-2.67, -1.32, -6.17], [-2.71, -3.06, -6.55], [-3.43, -2.47, -4.90], [-2.72, -5.23, -0.78], [-1.93, -4.31, -0.53], [-3.72, -5.67, 0.03], [-4.68, -6.69, -0.40], [-3.80, -5.16, 1.35], [-2.73, -5.62, -1.81], [-4.62, -6.83, -1.45], [-5.74, -6.44, -0.12], [-4.37, -7.58, 0.13], [-2.87, -4.65, 1.61], [-4.70, -4.53, 1.53], [-3.90, -5.98, 2.08], [2.92, 3.54, 0.77], [1.88, 3.18, 0.27], [3.45, 4.79, 0.74], [4.82, 5.06, 1.23], [2.72, 5.92, 0.17], [3.62, 2.87, 1.30], [5.38, 4.16, 1.45], [4.68, 5.70, 2.05], [5.36, 5.59, 0.45], [3.36, 6.24, -0.64], [1.74, 5.72, -0.18], [2.61, 6.77, 0.88], [-1.57, 1.70, -1.87], [-2.29, 0.72, -1.79], [-1.85, 2.77, -2.58], [-1.08, 3.97, -2.23], [-3.04, 2.85, -3.34], [-0.64, 1.74, -1.27], [-1.76, 4.70, -1.88], [-0.50, 4.38, -3.05], [-0.44, 3.66, -1.40], [-2.83, 3.18, -4.34], [-3.46, 1.86, -3.59], [-3.89, 3.36, -2.87]], "mol_weight_da": 1136.295, "homo_ev": -8.6614, "total_charge": 0}


# 4
{"formula": "C38H62N2O9", "method": "the ωB97M-V functional and the def2-TZVPD basis", "species": ["C", "C", "C", "C", "C", "C", "C", "C", "C", "C", "C", "C", "C", "N", "C", "C", "C", "O", "N", "O", "C", "C", "C", "C", "O", "H", "H", "H", "H", "H", "H", "H", "H", "H", "H", "H", "H", "H", "H", "H", "H", "H", "H", "H", "H", "H", "H", "H", "H", "H", "H", "C", "C", "C", "O", "H", "H", "H", "H", "H", "H", "C", "C", "C", "O", "H", "H", "H", "H", "H", "H", "C", "C", "C", "O", "H", "H", "H", "H", "H", "H", "C", "C", "C", "O", "H", "H", "H", "H", "H", "H", "C", "C", "C", "O", "H", "H", "H", "H", "H", "H", "C", "C", "C", "O", "H", "H", "H", "H", "H", "H"], "positions_angstrom": [[0.92, 3.29, 3.98], [1.95, 3.92, 3.43], [3.14, 4.83, 2.79], [2.81, 4.95, 1.21], [3.56, 3.80, 0.30], [2.58, 3.49, -0.94], [2.06, 4.77, -1.76], [1.09, 4.56, -2.99], [0.58, 3.09, -3.40], [-0.40, 2.77, -4.63], [-1.66, 3.77, -4.78], [-2.22, 4.39, -3.40], [-3.82, 4.72, -3.43], [-4.53, 3.44, -3.09], [1.16, 1.91, -2.51], [2.17, 2.02, -1.30], [2.57, 0.60, -0.67], [3.41, 0.28, 0.24], [1.71, -0.33, -1.48], [2.39, -1.43, -1.93], [1.55, -2.64, -1.75], [1.70, -3.60, -3.06], [0.28, -4.21, -3.56], [0.95, 0.33, -2.61], [0.22, -0.30, -3.47], [0.00, 2.90, 4.56], [4.18, 4.41, 3.03], [3.02, 5.89, 3.26], [3.05, 5.98, 0.75], [1.66, 4.80, 1.10], [4.49, 4.34, -0.15], [3.84, 2.86, 0.91], [2.42, 5.81, -1.43], [0.71, 5.47, -3.57], [0.24, 2.90, -5.60], [-0.78, 1.68, -4.67], [-2.54, 3.12, -5.22], [-1.37, 4.64, -5.49], [-1.70, 5.44, -3.29], [-1.91, 3.79, -2.46], [-4.17, 5.22, -4.40], [-4.01, 5.45, -2.54], [-4.50, 2.77, -3.89], [-4.00, 3.04, -2.29], [1.87, -3.24, -0.81], [0.43, -2.36, -1.67], [2.38, -4.51, -2.78], [2.17, -3.06, -3.96], [-0.62, -3.87, -2.92], [0.27, -5.38, -3.53], [0.09, -3.94, -4.67], [-3.61, 0.51, 4.00], [-3.00, 1.06, 2.74], [-1.72, 0.42, 2.26], [-3.52, 1.98, 2.13], [-4.53, 1.06, 4.23], [-3.87, -0.55, 3.86], [-2.92, 0.62, 4.83], [-1.89, -0.64, 2.04], [-0.94, 0.53, 3.01], [-1.40, 0.92, 1.34], [-2.15, -0.81, -5.47], [-3.45, -0.35, -6.07], [-3.93, -1.06, -7.30], [-4.08, 0.57, -5.58], [-1.92, -0.21, -4.59], [-2.23, -1.86, -5.17], [-1.34, -0.69, -6.19], [-4.09, -2.12, -7.08], [-3.20, -0.95, -8.11], [-4.88, -0.62, -7.63], [-0.48, 1.76, -10.42], [-1.65, 0.82, -10.40], [-2.05, 0.17, -11.70], [-2.26, 0.60, -9.36], [-0.31, 2.16, -9.42], [0.42, 1.23, -10.74], [-0.68, 2.60, -11.09], [-1.22, -0.43, -12.07], [-2.32, 0.94, -12.43], [-2.91, -0.48, -11.53], [2.08, -3.29, 4.32], [1.16, -2.57, 3.37], [1.29, -2.89, 1.90], [0.34, -1.76, 3.77], [1.87, -2.96, 5.34], [1.91, -4.37, 4.26], [3.12, -3.05, 4.08], [1.09, -3.95, 1.73], [2.29, -2.64, 1.56], [0.56, -2.30, 1.34], [2.90, -5.01, 8.97], [3.50, -4.15, 7.89], [3.51, -2.67, 8.11], [3.96, -4.65, 6.88], [2.96, -6.06, 8.68], [3.45, -4.87, 9.91], [1.85, -4.75, 9.12], [4.09, -2.43, 9.00], [2.49, -2.30, 8.22], [3.97, -2.18, 7.25], [-0.69, -3.20, 12.65], [-0.03, -3.86, 11.47], [-0.73, -5.04, 10.86], [1.03, -3.46, 11.03], [-0.07, -2.36, 12.99], [-1.67, -2.81, 12.37], [-0.78, -3.91, 13.47], [-1.72, -4.74, 10.49], [-0.83, -5.84, 11.60], [-0.15, -5.42, 10.02]], "mol_weight_da": 690.919, "homo_ev": -8.4205, "e_above_lowest_kcal_mol": 219.47, "smiles": "C#CCCCc1ccc(CCCCN)c2c1C(=O)N(OCCC)C2=O.CC(C)=O.CC(C)=O.CC(C)=O.CC(C)=O.CC(C)=O.CC(C)=O", "total_charge": 0}


# 5
{"formula": "C4H10N2OS", "method": "the ωB97M-V functional and the def2-TZVPD basis", "species": ["C", "C", "C", "C", "H", "H", "H", "H", "H", "H", "H", "H", "H", "H", "N", "N", "O", "S"], "positions_angstrom": [[-2.68, 0.48, 0.22], [-1.02, -1.19, -0.23], [1.43, -0.13, -0.13], [2.66, -0.84, 0.50], [-2.35, 0.48, 1.29], [-3.52, -0.28, 0.22], [-3.13, 1.39, -0.05], [-0.78, -0.88, 0.94], [-1.69, -2.19, -0.09], [3.37, -1.11, -0.32], [2.81, -0.15, 1.49], [2.20, -2.05, 0.85], [0.21, 1.70, -1.43], [0.87, 2.77, -0.32], [1.67, 1.11, -0.11], [1.12, 1.90, -1.00], [-1.57, 0.08, -0.57], [0.40, -1.08, -1.27]], "mol_weight_da": 134.204, "homo_ev": -8.8268, "e_above_lowest_kcal_mol": 137.76, "total_charge": 0}


# 6
{"formula": "C4H9NOS", "method": "the ωB97M-V functional and the def2-TZVPD basis", "species": ["C", "C", "C", "S", "N", "C", "O", "H", "H", "H", "H", "H", "H", "H", "H", "H"], "positions_angstrom": [[-1.35, 1.33, 0.05], [-0.48, 0.18, -0.42], [0.92, 0.69, -0.89], [0.98, 2.16, -2.01], [-0.31, -0.82, 0.64], [0.82, -1.75, 0.93], [0.39, -2.84, 1.54], [-0.94, 1.72, 0.98], [-1.33, 2.12, -0.70], [-2.39, 1.02, 0.20], [-0.89, -0.33, -1.31], [1.43, -0.17, -1.28], [1.43, 1.06, 0.00], [-1.18, -1.29, 0.85], [1.57, -1.13, 1.48], [1.36, -1.96, -0.04]], "mol_weight_da": 119.189, "homo_ev": 0.6449, "e_above_lowest_kcal_mol": 14.89, "smiles": "C[C@@H](C[S-])NC[O-]", "total_charge": -2}